1.
This record from the Open Molecules 2025 dataset describes a cluster of 4 separate species, C19H15Cl4F3 in total at a distorted geometry. The level of theory is ωB97M-V with the def2-TZVPD basis set.

Results
- HOMO: -0.338 Ha
- SMILES string: ClC(Cl)(Cl)Cl.Fc1ccccc1.Fc1ccccc1.Fc1ccccc1
- ΔE to the lowest compared entry with this formula, charge and spin: 8.9 kcal per mole
- Frontier orbital gap: 9.7 eV

ORCA input file:
```
! RIJCOSX wB97M-V def2-TZVPD def2/J DEFGRID3
* xyz 0 1
Cl 5.894 -0.032 0.873
C 4.465 0.871 0.557
Cl 3.308 -0.201 -0.133
Cl 3.670 1.619 1.964
Cl 4.951 2.075 -0.694
F 1.344 -0.070 2.361
C 0.116 -0.329 2.858
C -0.779 -1.075 2.029
C -2.084 -1.385 2.472
C -2.400 -0.892 3.699
C -1.521 -0.219 4.546
C -0.240 0.076 4.096
H -0.421 -1.541 1.123
H -2.766 -2.040 1.951
H -3.391 -0.925 4.128
H -1.861 -0.187 5.571
H 0.497 0.562 4.718
F -0.044 6.015 -0.928
C -0.162 4.692 -0.864
C -0.913 3.999 -1.810
C -0.770 2.583 -1.914
C 0.001 1.903 -1.060
C 0.643 2.595 -0.043
C 0.640 3.994 -0.023
H -1.538 4.461 -2.561
H -1.264 2.074 -2.728
H 0.159 0.849 -1.236
H 1.219 1.982 0.634
H 1.278 4.681 0.514
F 1.758 -1.754 -2.104
C 0.531 -2.337 -2.200
C 0.448 -3.741 -2.313
C -0.709 -4.393 -2.638
C -1.914 -3.692 -2.767
C -1.822 -2.263 -2.733
C -0.641 -1.636 -2.388
H 1.303 -4.400 -2.296
H -0.714 -5.465 -2.767
H -2.903 -4.122 -2.725
H -2.774 -1.772 -2.873
H -0.595 -0.561 -2.297
*
```


2.
This record from the Open Molecules 2025 dataset describes a structure of composition C19H15CuN3O2 at a distorted geometry. The level of theory is ωB97M-V with the def2-TZVPD basis set.

Results
- HOMO (alpha / beta): -0.280 / -0.300 Ha
- ΔE to the lowest compared entry with this formula, charge and spin: 9.9 kcal per mole
- Frontier orbital gap (alpha / beta): 7.3 / 7.7 eV

ORCA input file:
```
! RIJCOSX wB97M-V def2-TZVPD def2/J DEFGRID3
* xyz 0 2
Cu -0.240 -0.760 -0.335
O 2.600 -3.247 -1.885
C 1.668 -2.643 -1.368
N 1.507 -1.317 -1.146
C 2.390 -0.353 -1.500
O 3.565 -0.509 -1.855
C 1.809 1.035 -1.402
C 2.596 2.168 -1.716
C 2.020 3.409 -1.613
C 0.679 3.497 -1.291
C -0.049 2.377 -0.893
N 0.530 1.121 -1.014
C 0.463 -3.398 -0.890
C 0.401 -4.740 -1.024
C -0.775 -5.443 -0.811
C -1.880 -4.758 -0.370
C -1.769 -3.380 -0.158
N -0.664 -2.720 -0.492
H 3.613 2.024 -2.090
H 2.624 4.297 -1.882
H 0.226 4.512 -1.283
H -1.029 2.386 -0.470
H 1.257 -5.290 -1.411
H -0.727 -6.484 -0.987
H -2.879 -5.147 -0.182
H -2.577 -2.725 0.150
C -1.413 -0.378 1.219
C -1.239 1.016 1.768
C -2.320 1.915 1.725
C -2.010 3.233 2.064
C -0.783 3.635 2.569
C 0.288 2.795 2.448
C 0.059 1.459 2.072
H -2.437 -0.759 1.267
H -0.772 -0.902 1.945
H -3.326 1.545 1.428
H -2.753 3.984 1.800
H -0.762 4.702 2.953
H 1.217 3.037 2.788
H 0.891 0.807 1.873
*
```


3.
This record from the Open Molecules 2025 dataset describes the molecule C19H15FN4O3S at a distorted geometry. The level of theory is ωB97M-V with the def2-TZVPD basis set.

Results
- HOMO: -0.314 Ha
- SMILES string: Cc1onc(-c2ccccc2)c1C(=O)NNC(=S)NC(=O)c1ccc(F)cc1
- Frontier orbital gap: 8.0 eV

ORCA input file:
```
! RIJCOSX wB97M-V def2-TZVPD def2/J DEFGRID3
* xyz 0 1
C -1.806 -0.531 2.377
C -0.398 -0.728 2.799
O -0.044 -0.306 4.016
N 1.261 -0.580 4.231
C 1.732 -1.195 3.173
C 3.138 -1.581 3.132
C 4.040 -0.875 3.930
C 5.379 -1.212 3.933
C 5.835 -2.258 3.146
C 4.943 -2.967 2.360
C 3.599 -2.636 2.350
C 0.690 -1.317 2.191
C 0.702 -1.900 0.842
O 1.200 -2.960 0.508
N 0.047 -1.127 -0.068
N -0.024 -1.607 -1.360
C -0.520 -1.060 -2.461
S -0.414 -1.866 -3.905
N -1.167 0.176 -2.513
C -1.552 1.129 -1.616
O -1.301 1.109 -0.419
C -2.313 2.252 -2.219
C -3.130 2.106 -3.340
C -3.829 3.189 -3.836
C -3.701 4.417 -3.207
F -4.374 5.470 -3.695
C -2.908 4.586 -2.084
C -2.224 3.494 -1.589
H -2.429 -0.412 3.260
H -1.901 0.367 1.766
H -2.151 -1.384 1.798
H 3.670 -0.066 4.539
H 6.071 -0.659 4.552
H 6.883 -2.520 3.148
H 5.293 -3.787 1.751
H 2.912 -3.203 1.744
H -0.392 -0.212 0.098
H 0.445 -2.512 -1.435
H -1.415 0.366 -3.480
H -3.260 1.145 -3.815
H -4.471 3.094 -4.697
H -2.840 5.554 -1.614
H -1.603 3.588 -0.711
*
```


4.
This record from the Open Molecules 2025 dataset describes a structure of composition C19H15N2O5Ru at a distorted geometry. The level of theory is ωB97M-V with the def2-TZVPD basis set.

Results
- HOMO (alpha / beta): -0.238 / -0.239 Ha
- ΔE to the lowest compared entry with this formula, charge and spin: 25.8 kcal per mole
- Frontier orbital gap (alpha / beta): 5.6 / 5.6 eV

ORCA input file:
```
! RIJCOSX wB97M-V def2-TZVPD def2/J DEFGRID3
* xyz 0 2
Ru -0.057 0.464 -0.258
O 3.432 0.749 -2.472
C 2.453 0.566 -1.594
O 1.270 0.593 -1.940
C 2.842 0.315 -0.209
C 4.122 0.291 0.312
C 4.265 0.115 1.683
C 3.141 0.035 2.485
C 1.883 0.067 1.893
N 1.756 0.074 0.562
C 0.538 -0.064 2.510
O 0.407 -0.113 3.837
O -0.457 -0.206 1.814
H 3.028 0.950 -3.331
H 4.975 0.436 -0.334
H 5.252 0.083 2.123
H 3.247 -0.042 3.560
H 1.249 0.073 4.272
N -0.836 -1.471 -0.887
C -2.126 -1.692 -1.525
C -2.660 -2.974 -1.418
C -3.906 -3.276 -1.928
C -4.633 -2.259 -2.535
C -4.092 -0.994 -2.644
C -2.807 -0.666 -2.176
C -2.298 0.721 -2.387
C -2.763 1.375 -3.540
C -2.482 2.704 -3.782
C -1.734 3.403 -2.842
C -1.229 2.748 -1.734
C -1.445 1.383 -1.480
H -0.895 -1.887 0.042
H -0.120 -2.019 -1.362
H -2.082 -3.741 -0.913
H -4.310 -4.275 -1.833
H -5.630 -2.449 -2.912
H -4.694 -0.212 -3.085
H -3.343 0.826 -4.271
H -2.844 3.186 -4.682
H -1.526 4.457 -2.983
H -0.623 3.301 -1.027
O 0.224 2.077 0.516
*
```